Version w
11
Properties=species:S:1:pos:R:3 method="wB97M-V/def2-TZVPD" charge=-1
O -0.236 -0.481 1.823
O -0.513 1.493 -0.313
N 0.365 0.413 -0.367
C -0.388 -0.573 -1.063
C 0.785 -0.029 1.029
H -0.734 -0.099 -2.044
H -1.249 -0.735 -0.392
H 0.256 -1.404 -1.234
H -1.307 1.387 0.246
H 1.301 0.878 1.439
H 1.720 -0.849 0.876

---

Version x
11
Properties=species:S:1:pos:R:3 method="wB97M-V/def2-TZVPD" charge=-1
O -0.892 0.794 0.303
O 0.074 -1.009 -0.651
N 0.145 1.008 -1.702
C 0.700 -0.887 2.258
C -0.245 0.196 -0.594
H 0.759 -0.971 3.335
H -0.428 1.804 -1.760
H 1.725 -0.857 1.866
H 0.129 -1.722 1.883
H 0.276 0.478 -2.543
H 0.341 0.082 1.936

---

version x ends up most stable, edging out the next structure by 95.4 kcal/mol.

---

Version w
Computed, not measured: a 2-piece molecular cluster, H4NP overall, with ωB97M-V/def2-TZVPD.

Geometry as XYZ:
```
6
H4NP ωB97M-V/def2-TZVPD
P -0.144 -0.235 0.236
N 1.324 0.202 0.035
H -1.876 1.182 -1.179
H -0.260 -1.308 -0.833
H 1.766 1.014 0.469
H -0.811 -0.855 1.271
```

Löwdin atomic charge list, values in e, 4 entries: P 0.562; N -0.366; H -0.004; H -0.041

---

Version x
Computed, not measured: a 2-piece molecular cluster, H4NP overall, with ωB97M-V/def2-TZVPD.

Geometry as XYZ:
```
6
H4NP ωB97M-V/def2-TZVPD
P 3.194 -0.349 1.069
N -1.028 -0.100 -0.474
H -1.253 0.350 0.424
H -1.934 -0.561 -0.733
H 1.837 -0.053 0.802
H -0.815 0.712 -1.088
```

Löwdin atomic charge list, values in e, 4 entries: P 0.385; N -0.032; H 0.000; H 0.022

---

version x ends up most stable, edging out the next structure by 47.2 kcal/mol.

---

Version w
Computed, not measured: a 2-piece molecular cluster, C3H4INO overall, with ωB97M-V/def2-TZVPD.

Geometry as XYZ:
```
10
C3H4INO ωB97M-V/def2-TZVPD
I -2.011 0.057 2.306
O 2.327 -1.099 0.563
N -1.594 -1.030 0.699
C 1.737 -0.162 0.219
C 1.334 0.953 -0.237
C -1.335 -0.620 -0.466
H -0.768 -1.295 -1.123
H 0.536 1.518 0.241
H 1.456 1.440 -1.211
H -1.681 0.239 -0.991
```

Löwdin atomic charge list, values in e, 4 entries: I 0.729; O 0.180; N -0.593; C -0.313

---

Version x
Computed, not measured: C3H4INO as an isolated structure, with ωB97M-V/def2-TZVPD.

Geometry as XYZ:
```
10
C3H4INO ωB97M-V/def2-TZVPD
I -1.461 2.429 0.294
O 0.508 -1.105 1.328
N -0.795 -1.498 1.081
C -1.392 -0.736 0.271
C -0.648 0.520 -0.216
C 0.991 -0.002 0.665
H -0.302 0.370 -1.323
H 1.357 0.963 1.114
H -2.442 -1.101 0.083
H 1.748 -0.191 -0.132
```

Löwdin atomic charge list, values in e, 4 entries: I 0.757; O -0.160; N 0.046; C -0.254

---

version w ends up most stable, edging out the next structure by 14.2 kcal/mol.

---

Version w
Computed, not measured: the molecule C2N2S3, with ωB97M-V/def2-TZVPD.

Geometry as XYZ:
```
7
C2N2S3 ωB97M-V/def2-TZVPD
S -2.404 2.702 0.156
S 4.204 -2.247 -0.094
S 2.166 -1.984 0.066
N -0.490 1.039 0.173
N -1.380 1.687 -0.331
C 1.360 -0.553 0.100
C 0.322 0.087 -0.103
```

Löwdin atomic charge list, values in e, 4 entries: S 0.696; S 0.090; S 0.418; N -0.019

---

Version x
Computed, not measured: a 2-piece molecular cluster, C2N2S3 overall, with ωB97M-V/def2-TZVPD.

Geometry as XYZ:
```
7
C2N2S3 ωB97M-V/def2-TZVPD
S 0.186 1.674 -0.634
S 1.313 -2.333 -2.199
S -1.219 0.292 3.227
N -1.619 -0.453 0.703
N -1.467 -0.154 1.810
C 0.824 -0.882 -1.719
C 0.616 0.248 -1.131
```

Löwdin atomic charge list, values in e, 4 entries: S 0.746; S 0.725; S 0.675; N 0.160

---

version x ends up most stable, edging out the next structure by 57.7 kcal/mol.